[1]
Density functional theory data (ωB97M-V with the def2-TZVPD basis set) for 2 unconnected molecules or ions with the total composition C2H3ClF2S.

Positions of all 9 atoms, in Å:
C -1.3377 -0.3384 0.4920
H -1.4239 -0.6395 1.4688
H 0.5441 0.3808 -1.7183
C 0.8274 0.3069 -0.6274
H 2.2035 -0.4859 0.9164
S 2.0526 -0.8160 -0.3022
F -1.9176 0.8350 0.2661
Cl 0.7876 1.9648 -0.0331
F -1.7360 -1.2078 -0.4623

Values from the calculation:
**Energy relative to the best compared isomer or geometry (same formula, charge and spin)**: 3.628 eV
**Electronic energy**: -30911.6040 eV
**LUMO energy (spin up / spin down)**: -0.0041 / 0.0126 Eh
**HOMO energy (spin up / spin down)**: -0.316 / -0.295 hartree
**Gap between HOMO and LUMO (spin up / spin down)**: 8.48 / 8.36 eV
**Multiplicity**: 1

[2]
Density functional theory data (ωB97M-V with the def2-TZVPD basis set) for a molecular structure, C22H25GdGeI2NO5S6Te.

Positions of all 64 atoms, in Å:
C -3.2150 -0.0283 -3.3941
H -3.2945 0.7446 -2.5514
H 0.1699 -5.3863 -5.5139
C 0.7669 -4.7870 -3.5030
C 3.2326 1.4174 5.0018
C 2.6764 0.3891 7.1646
H -3.2009 5.3272 3.8037
S 4.8627 0.6233 -1.7614
I 1.3549 4.3209 2.4114
H -2.1437 -1.8373 -3.3494
S 2.3080 1.6980 -1.7455
H 1.3197 -3.8709 -3.8768
C -1.6932 2.6907 1.2808
H 1.2971 -5.2575 -2.6526
C 3.1726 0.2333 -1.5709
H -1.4752 -0.6510 -4.3390
C -2.0407 2.4333 3.9900
C -0.6159 -4.2870 -2.9872
O 0.5681 0.2051 3.0634
O -3.3847 4.3964 4.0608
S 4.2810 -1.9370 -0.5090
S 1.5710 -1.4435 0.0719
I -1.7536 8.0540 3.5994
H 0.3157 -6.8135 -4.4038
C -2.6297 3.4928 1.9388
C -0.5897 -3.3916 -1.7517
C 5.5073 -0.7904 -0.9453
H -1.1598 -3.8074 -3.8075
C 0.6865 -5.8039 -4.6494
H -3.3568 -0.2252 -5.5387
C -1.2557 1.5881 3.2303
H -1.3720 -0.1109 -1.3244
C -1.9061 -0.7717 -3.3578
H 2.2004 3.2752 5.5936
Te 3.8156 2.4032 3.1659
H -1.1915 -5.2207 -2.7822
C -3.5737 0.5371 -4.7787
O -1.9872 3.7367 -0.8699
C 2.5552 2.2963 5.8723
S 7.1324 -0.9685 -0.7437
H 1.8535 2.2415 8.0025
H -0.0170 -3.8719 -0.9279
H 1.3552 -1.8978 -3.3142
H -0.3621 0.5966 -2.6099
S 3.3284 -0.1922 5.7341
H -4.6337 0.8955 -4.8269
H 2.4772 -0.3549 7.9539
O -0.2269 0.4871 5.1422
H -1.5517 -3.1482 -1.3579
C -1.3011 3.0057 -0.1886
C -2.7169 3.4623 3.3167
O -0.1677 2.4112 -0.5298
Ge 0.3750 -1.7410 -2.1807
C -0.2878 0.6530 3.9333
H 1.6915 -6.0638 -5.0061
Gd 1.1846 1.5204 1.1163
N -1.0686 1.7229 1.9007
H -2.8505 1.3707 -4.9345
H -3.1444 4.3330 1.3769
H -2.0789 2.3791 5.0667
H -4.0561 -0.7135 -3.1205
C -0.9284 -0.3022 -2.3063
C 2.8750 -0.9738 -0.9207
C 2.2971 1.7072 7.1390

Values from the calculation:
**Energy relative to the best compared isomer or geometry (same formula, charge and spin)**: 1.033 eV
**Electronic energy**: -200804.4108 eV
**LUMO energy (spin up / spin down)**: 0.0118 / -0.0794 Eh
**HOMO energy (spin up / spin down)**: -0.142 / -0.141 hartree
**⟨S²⟩**: 16.115
**Gap between HOMO and LUMO (spin up / spin down)**: 4.18 / 1.67 eV
**Net charge**: -1
**Multiplicity**: 8

[3]
Density functional theory data (ωB97M-V with the def2-TZVPD basis set) for C8H6N2O in the gas phase.

Positions of all 17 atoms, in Å:
C 1.3496 -2.3222 1.7876
N 1.2969 0.0215 0.9866
C 0.2823 -0.3875 0.1472
O -0.8526 1.8483 0.0022
C -1.4438 2.5851 -1.0040
H 1.6251 -3.0249 2.2377
H 2.6562 -0.7348 2.2237
H 0.1122 -3.6248 0.9975
C -0.3224 0.7340 -0.6572
H -1.0322 -1.9831 -0.7366
C 0.2873 -2.6402 0.8814
H -1.8345 3.5406 -0.8385
C -0.3021 -1.6156 0.1371
C -1.3199 1.9527 -2.1242
N -0.6532 0.6869 -1.9196
H -1.5143 2.3038 -2.9748
C 1.8526 -1.0101 1.7661

Values from the calculation:
**Energy relative to the best compared isomer or geometry (same formula, charge and spin)**: 4.086 eV
**Electronic energy**: -13417.2203 eV
**LUMO energy**: 0.0165 Eh
**SMILES string**: c1ccc(-c2ncco2)nc1
**HOMO energy**: -0.345 hartree
**Gap between HOMO and LUMO**: 9.85 eV
**Multiplicity**: 1

[4]
Density functional theory data (ωB97M-V with the def2-TZVPD basis set) for a gas-phase ion, C3H3N2OS (charge +1).

Positions of all 10 atoms, in Å:
H 0.7408 0.2612 -0.9590
C -0.7823 0.7257 0.4668
H -1.8001 0.1919 0.1898
S 1.5406 3.3433 2.1067
N 1.5033 0.9422 0.7617
C 0.9428 2.0490 1.3202
H 0.7220 -0.9011 0.4068
O 2.7477 0.8825 0.6740
C 0.5160 0.1605 0.0269
N -0.8249 1.7107 1.2070

Values from the calculation:
**Energy relative to the best compared isomer or geometry (same formula, charge and spin)**: 6.263 eV
**Electronic energy**: -19008.6914 eV
**LUMO energy (spin up / spin down)**: -0.3274 / -0.3348 Eh
**SMILES string**: O=[N+]1CC=NC1=S
**HOMO energy (spin up / spin down)**: -0.551 / -0.548 hartree
**Gap between HOMO and LUMO (spin up / spin down)**: 6.08 / 5.80 eV
**Net charge**: +1
**Multiplicity**: 1